No. 1
Formula: C4H9N3O
Source: the OMol25 dataset
Level of theory: ωB97M-V/def2-TZVPD

Geometry (Å):
C: -0.979972 0.580530 -0.601381
C: -1.242888 -0.903774 -0.176992
C: -0.017109 1.173609 0.492011
C: -0.017431 -1.252718 0.663848
N: 2.993502 1.049915 0.152254
N: 0.591524 -0.036089 1.038816
N: 2.642700 -0.117783 0.123223
O: 2.740417 -1.209557 -0.353045
H: -0.396363 0.751960 -1.527054
H: -1.961524 1.077099 -0.639897
H: -2.101086 -1.036238 0.488815
H: -1.328501 -1.611756 -1.007491
H: 0.778993 1.858326 0.069656
H: -0.413907 1.740591 1.365124
H: -0.480012 -1.695597 1.588702
H: 0.843470 -1.881641 0.359687
H: 3.922042 1.129179 -0.210205

Cartesian forces (eV/Å) of the 2 atoms listed first:
-0.5 0.6 0.6
1.0 0.0 -1.1

Results
Spin multiplicity: 3
HOMO (spin up / spin down): -7.465 / -9.056 eV
LUMO energy (spin up / spin down): 1.070 / -0.840 eV
HOMO-LUMO gap (spin up / spin down): 8.54 / 8.22 eV
⟨S²⟩: 2.011

For reference, the Löwdin charges in units of e are: number 1, C, carries -0.157; number 2, C, carries -0.170; number 3, C, carries -0.216; number 4, C, carries -0.263; number 5, N, carries 0.131; number 6, N, carries 0.000; number 7, N, carries -0.271; number 8, O, carries 0.043; number 9, H, carries 0.106; number 10, H, carries 0.096; number 11, H, carries 0.101; number 12, H, carries 0.103; number 13, H, carries 0.092; number 14, H, carries 0.119; number 15, H, carries 0.129; number 16, H, carries 0.099; number 17, H, carries 0.061

No. 2
Formula: C6H18Co3FN6O20P2
Source: the OMol25 dataset
Level of theory: ωB97M-V/def2-TZVPD

Geometry (Å):
Co: 2.343698 -0.231270 0.553798
Co: 0.082408 1.861290 -2.083182
Co: 0.543628 2.326710 1.087008
P: -0.193832 -0.007810 -0.202242
O: -0.926062 0.350790 -1.512702
O: 0.911268 0.996510 -0.495172
O: 0.804998 -1.175930 -0.041492
O: -0.598772 0.696120 1.052728
P: 3.151238 2.235130 1.662878
O: 3.557848 1.281750 0.538848
O: 1.974558 1.259010 2.003748
O: 2.130868 3.319520 1.278168
O: 3.770758 2.111330 3.074278
F: -0.386792 3.332780 -0.553702
C: 1.870318 -4.076800 1.549878
N: 2.980248 -4.676550 2.333748
O: 4.053388 -4.428270 1.946088
O: 2.699108 -5.245660 3.415498
H: 2.215918 -3.522680 0.677168
H: 1.326718 -3.438270 2.246208
H: 1.237268 -4.923280 1.283748
C: -1.089282 -1.456150 3.360168
N: -0.414842 -0.292230 3.915908
O: -1.096332 0.706690 4.138028
O: 0.803928 -0.298980 4.150418
H: -0.832782 -2.286500 4.018068
H: -0.830812 -1.573200 2.307748
H: -2.154062 -1.313710 3.544728
C: -1.177442 -3.149990 -2.177412
N: -0.209652 -4.190390 -2.541032
O: -0.470042 -5.361360 -2.305682
O: 0.894828 -3.803180 -2.892442
H: -2.167032 -3.605430 -2.140092
H: -1.063232 -2.513550 -3.054912
H: -0.805292 -2.808480 -1.211502
C: 3.443318 4.645380 -1.037242
N: 3.449788 3.492520 -2.000382
O: 4.515818 3.189350 -2.503702
O: 2.400498 2.858530 -2.188922
H: 3.628288 5.650740 -1.415582
H: 4.111368 4.416000 -0.207062
H: 2.375258 4.657570 -0.820022
C: -3.715122 1.624900 1.369598
N: -4.373622 2.791980 2.025858
O: -4.853502 2.593410 3.139288
O: -4.325512 3.897110 1.452268
H: -4.443952 1.176220 0.694618
H: -3.439192 0.856030 2.091258
H: -2.763702 1.848950 0.887208
C: -3.272582 0.130100 -4.115702
N: -1.970442 -0.070610 -4.598012
O: -1.732042 -1.209860 -4.889882
O: -1.146932 0.892590 -4.734952
H: -3.335922 0.018370 -3.033292
H: -3.867902 -0.658680 -4.575612
H: -3.620632 1.101450 -4.467022

Cartesian forces (eV/Å) of the 2 atoms listed first:
0.2 3.3 1.0
0.0 0.8 0.8

Results
Spin multiplicity: 11
HOMO (spin up / spin down): 0.055 / -2.694 eV
LUMO energy (spin up / spin down): 3.935 / 3.909 eV
Net charge: -2
HOMO-LUMO gap (spin up / spin down): 3.88 / 6.60 eV
⟨S²⟩: 30.031

For reference, the Löwdin charges in units of e are: number 1, Co, carries 0.863; number 2, Co, carries 0.951; number 3, Co, carries 0.749; number 4, P, carries 0.078; number 5, O, carries -0.359; number 6, O, carries -0.497; number 7, O, carries -0.376; number 8, O, carries -0.339; number 9, P, carries 0.069; number 10, O, carries -0.405; number 11, O, carries -0.475; number 12, O, carries -0.399; number 13, O, carries -0.369; number 14, F, carries -0.495; number 15, C, carries 0.042; number 16, N, carries -0.459; number 17, O, carries 0.103; number 18, O, carries 0.013; number 19, H, carries 0.087; number 20, H, carries 0.093; number 21, H, carries 0.101; number 22, C, carries 0.013; number 23, N, carries -0.428; number 24, O, carries 0.033; number 25, O, carries 0.059; number 26, H, carries 0.094; number 27, H, carries 0.076; number 28, H, carries 0.091; number 29, C, carries 0.040; number 30, N, carries -0.455; number 31, O, carries 0.017; number 32, O, carries 0.058; number 33, H, carries 0.097; number 34, H, carries 0.083; number 35, H, carries 0.079; number 36, C, carries 0.038; number 37, N, carries -0.385; number 38, O, carries 0.064; number 39, O, carries 0.003; number 40, H, carries 0.090; number 41, H, carries 0.094; number 42, H, carries 0.081; number 43, C, carries 0.036; number 44, N, carries -0.413; number 45, O, carries 0.034; number 46, O, carries 0.039; number 47, H, carries 0.099; number 48, H, carries 0.081; number 49, H, carries 0.077; number 50, C, carries -0.070; number 51, N, carries -0.607; number 52, O, carries -0.121; number 53, O, carries -0.189; number 54, H, carries 0.068; number 55, H, carries 0.073; number 56, H, carries 0.076

No. 3
Formula: C28H31IrN3O9PS3
Source: the OMol25 dataset
Level of theory: ωB97M-V/def2-TZVPD

Geometry (Å):
Ir: -0.475413 -0.664153 0.274584
O: -0.556374 0.745769 4.565881
C: -0.586350 2.049924 4.249613
C: -0.611910 2.949950 5.319909
C: -0.638292 4.309422 5.097715
C: -0.640262 4.812576 3.797981
C: -0.620139 3.930529 2.738124
C: -0.595604 2.546906 2.934981
C: -0.590279 1.645725 1.761212
O: -0.467902 0.358228 2.009929
N: -0.733899 2.158095 0.575951
N: -0.699529 1.179213 -0.414887
C: -0.675251 1.542487 -1.642363
C: -0.646069 0.635788 -2.758298
C: -0.560069 1.220851 -4.036405
C: -0.616267 0.474030 -5.184393
C: -0.788083 -0.912304 -5.070794
C: -0.867246 -1.515281 -3.843452
C: -0.766672 -0.775625 -2.643531
O: -0.865892 -1.456179 -1.530082
H: -0.498235 0.229331 3.735274
H: -0.606563 2.538985 6.320870
H: -0.654037 4.987055 5.942854
H: -0.657381 5.879537 3.620117
H: -0.624438 4.289546 1.718269
H: -0.697214 2.612336 -1.830274
H: -0.450211 2.298354 -4.095312
H: -0.536747 0.944545 -6.155025
H: -0.845892 -1.522398 -5.964459
H: -0.983846 -2.586133 -3.751300
C: -3.272704 0.109354 0.722834
O: -2.364289 -0.942306 0.593420
H: -3.082931 0.711460 1.620684
H: -4.274217 -0.319671 0.808615
H: -3.254641 0.777472 -0.146984
C: 0.615391 -4.563213 -1.290530
C: 2.011124 -4.510773 -0.710689
C: 2.171029 -5.452611 0.466407
O: 2.308177 -3.181685 -0.193375
P: 2.742633 -1.934394 -1.090516
S: 2.621306 -2.172627 -3.005306
S: 1.770414 -0.286605 -0.314109
O: 4.261493 -1.623343 -0.709123
C: 5.091576 -2.064769 0.379937
C: 5.613569 -3.457471 0.073471
C: 4.418218 -1.965647 1.733049
H: 0.380393 -5.596455 -1.559833
H: 0.545508 -3.940805 -2.177635
H: -0.117897 -4.222492 -0.560359
H: 2.751958 -4.729309 -1.484107
H: 1.391821 -5.263387 1.208128
H: 3.143637 -5.333514 0.944608
H: 2.074880 -6.484535 0.124596
H: 5.923855 -1.357816 0.347281
H: 4.799423 -4.181437 0.104399
H: 6.362350 -3.748717 0.813073
H: 6.064901 -3.484667 -0.918193
H: 3.601573 -2.679695 1.823681
H: 4.006189 -0.972028 1.901258
H: 5.157966 -2.179114 2.508656
O: 1.694607 -1.775734 2.501329
C: 0.819044 -2.584908 2.284101
N: -0.204493 -2.472272 1.368630
S: -1.439932 -3.512298 1.732687
O: -1.895769 -4.197917 0.556380
O: -2.420712 -2.940593 2.613105
C: -0.428873 -4.567544 2.730599
C: -0.715125 -5.809062 3.261378
C: 0.254380 -6.390011 4.070342
C: 1.451595 -5.729836 4.342231
C: 1.709777 -4.473397 3.809255
C: 0.749058 -3.908108 2.991441
H: -1.651064 -6.308458 3.049245
H: 0.077196 -7.368805 4.498108
H: 2.187108 -6.206575 4.977945
H: 2.629664 -3.939225 4.009064

Cartesian forces (eV/Å) of the 2 atoms listed first:
-0.5 -0.1 -0.3
0.0 0.0 0.0

Results
Spin multiplicity: 2
HOMO (spin up / spin down): -5.317 / -5.204 eV
LUMO energy (spin up / spin down): 2.463 / 0.852 eV
Net charge: -1
HOMO-LUMO gap (spin up / spin down): 7.78 / 6.06 eV
⟨S²⟩: 0.755

For reference, the Löwdin charges in units of e are: number 1, Ir, carries 1.393; number 2, O, carries 0.079; number 3, C, carries -0.257; number 4, C, carries -0.020; number 5, C, carries -0.096; number 6, C, carries -0.104; number 7, C, carries -0.035; number 8, C, carries -0.072; number 9, C, carries -0.413; number 10, O, carries -0.214; number 11, N, carries 0.105; number 12, N, carries -0.228; number 13, C, carries -0.081; number 14, C, carries -0.151; number 15, C, carries -0.059; number 16, C, carries -0.108; number 17, C, carries -0.089; number 18, C, carries -0.034; number 19, C, carries -0.354; number 20, O, carries -0.235; number 21, H, carries 0.085; number 22, H, carries 0.114; number 23, H, carries 0.097; number 24, H, carries 0.092; number 25, H, carries 0.105; number 26, H, carries 0.136; number 27, H, carries 0.106; number 28, H, carries 0.091; number 29, H, carries 0.100; number 30, H, carries 0.114; number 31, C, carries -0.187; number 32, O, carries -0.401; number 33, H, carries 0.076; number 34, H, carries 0.083; number 35, H, carries 0.075; number 36, C, carries -0.049; number 37, C, carries -0.445; number 38, C, carries -0.026; number 39, O, carries -0.323; number 40, P, carries -0.079; number 41, S, carries 0.304; number 42, S, carries 0.441; number 43, O, carries -0.332; number 44, C, carries -0.435; number 45, C, carries -0.040; number 46, C, carries -0.061; number 47, H, carries 0.092; number 48, H, carries 0.036; number 49, H, carries 0.042; number 50, H, carries 0.116; number 51, H, carries 0.062; number 52, H, carries 0.074; number 53, H, carries 0.090; number 54, H, carries 0.136; number 55, H, carries 0.058; number 56, H, carries 0.081; number 57, H, carries 0.085; number 58, H, carries 0.050; number 59, H, carries 0.078; number 60, H, carries 0.086; number 61, O, carries 0.024; number 62, C, carries -0.521; number 63, N, carries -0.195; number 64, S, carries 0.644; number 65, O, carries -0.294; number 66, O, carries -0.281; number 67, C, carries -0.228; number 68, C, carries -0.031; number 69, C, carries -0.075; number 70, C, carries -0.070; number 71, C, carries -0.006; number 72, C, carries -0.159; number 73, H, carries 0.120; number 74, H, carries 0.100; number 75, H, carries 0.100; number 76, H, carries 0.122

No. 4
Formula: C21H34BN5O2PPdS4
Source: the OMol25 dataset
Level of theory: ωB97M-V/def2-TZVPD

Geometry (Å):
Pd: -0.667995 -0.095752 -0.573284
C: -2.653899 -5.449403 2.152858
C: -1.285344 -4.830308 2.609081
O: -1.139644 -3.416483 2.092194
P: -0.059663 -2.832286 1.148602
S: 0.221788 -0.821016 1.467652
S: -0.402797 -2.697994 -0.752527
O: 1.231551 -3.778834 1.366437
C: 2.255200 -3.382606 2.411727
C: 3.466860 -4.241246 2.552540
H: -2.654576 -6.605426 2.104022
H: -2.934437 -5.066346 1.188622
H: -3.326061 -5.096529 2.990834
H: -0.514744 -5.423928 2.135603
H: -1.236124 -4.781485 3.693431
H: 1.710641 -3.398190 3.324158
H: 2.470410 -2.319389 2.213573
H: 3.327167 -5.199771 3.125919
H: 4.312140 -3.811763 3.141844
H: 3.882992 -4.379184 1.566278
C: 5.746296 2.446512 1.538722
N: 5.152602 2.575281 0.219547
C: 5.110000 3.757691 -0.626310
C: 4.543475 3.335792 -1.764842
N: 4.388682 1.937875 -1.749365
B: 3.748951 0.989170 -2.798144
N: 2.436612 1.531056 -3.512453
C: 2.317165 2.488541 -4.543800
C: 1.020692 2.670594 -4.792389
N: 0.308895 1.753683 -4.041759
C: -1.115469 1.593829 -3.809456
C: 1.196885 1.034936 -3.228284
S: 0.838221 -0.335591 -2.360644
C: 4.726450 1.461710 -0.476001
S: 4.554774 -0.089662 0.172671
H: 5.149770 2.927608 2.332110
H: 6.728188 2.837948 1.520262
H: 5.796512 1.379166 1.744438
H: 5.588413 4.631652 -0.240881
H: 4.163591 3.933926 -2.594351
H: 3.356653 0.048771 -2.091809
H: 4.549041 0.737837 -3.674542
H: 3.254195 2.806068 -4.927131
H: 0.558181 3.426384 -5.458750
H: -1.348292 0.524548 -3.695705
H: -1.779449 2.051522 -4.570787
H: -1.275012 2.079085 -2.853407
C: -6.096379 0.954729 -0.086405
N: -5.146483 -0.075225 0.351235
C: -5.761931 -1.272059 0.937395
C: -3.758447 -0.030125 -0.079034
C: -2.964728 1.157492 0.508194
C: -3.441197 2.004681 1.547893
C: -2.684296 3.006901 2.098073
C: -1.385881 3.265295 1.650969
C: -0.909504 2.450013 0.644294
C: -1.622669 1.357741 0.232022
H: -6.730041 1.361385 0.736844
H: -6.767140 0.480590 -0.864300
H: -5.575683 1.847865 -0.593030
H: -4.948882 -1.912476 1.270330
H: -6.371844 -1.832042 0.184378
H: -6.440618 -1.005581 1.696123
H: -3.803856 0.134334 -1.177563
H: -3.194766 -0.956769 0.150597
H: -4.382713 1.732866 2.001274
H: -3.105793 3.680431 2.825010
H: -0.712817 4.092053 2.048516
H: 0.086149 2.649921 0.240713

Cartesian forces (eV/Å) of the 2 atoms listed first:
0.5 -1.9 -0.2
0.3 -0.2 2.2

Results
Spin multiplicity: 6
HOMO (spin up / spin down): -4.317 / -6.857 eV
LUMO energy (spin up / spin down): 0.593 / -3.376 eV
HOMO-LUMO gap (spin up / spin down): 4.91 / 3.48 eV
⟨S²⟩: 8.791

For reference, the Löwdin charges in units of e are: number 1, Pd, carries 0.359; number 2, C, carries -0.068; number 3, C, carries -0.184; number 4, O, carries -0.330; number 5, P, carries -0.140; number 6, S, carries 0.347; number 7, S, carries 0.242; number 8, O, carries -0.336; number 9, C, carries -0.251; number 10, C, carries -0.083; number 11, H, carries 0.104; number 12, H, carries 0.058; number 13, H, carries 0.083; number 14, H, carries 0.098; number 15, H, carries 0.113; number 16, H, carries 0.095; number 17, H, carries 0.078; number 18, H, carries 0.091; number 19, H, carries 0.093; number 20, H, carries 0.075; number 21, C, carries -0.065; number 22, N, carries -0.131; number 23, C, carries -0.019; number 24, C, carries -0.073; number 25, N, carries -0.005; number 26, B, carries -0.449; number 27, N, carries 0.005; number 28, C, carries -0.046; number 29, C, carries -0.053; number 30, N, carries -0.110; number 31, C, carries -0.045; number 32, C, carries -0.645; number 33, S, carries 0.773; number 34, C, carries -0.726; number 35, S, carries 0.641; number 36, H, carries 0.098; number 37, H, carries 0.072; number 38, H, carries 0.022; number 39, H, carries 0.107; number 40, H, carries 0.115; number 41, H, carries 0.021; number 42, H, carries 0.079; number 43, H, carries 0.116; number 44, H, carries 0.139; number 45, H, carries 0.069; number 46, H, carries 0.105; number 47, H, carries 0.076; number 48, C, carries -0.105; number 49, N, carries -0.302; number 50, C, carries -0.077; number 51, C, carries -0.159; number 52, C, carries -0.215; number 53, C, carries -0.045; number 54, C, carries -0.095; number 55, C, carries -0.107; number 56, C, carries -0.171; number 57, C, carries -0.362; number 58, H, carries 0.080; number 59, H, carries 0.083; number 60, H, carries 0.106; number 61, H, carries 0.077; number 62, H, carries 0.084; number 63, H, carries 0.054; number 64, H, carries 0.117; number 65, H, carries 0.102; number 66, H, carries 0.101; number 67, H, carries 0.099; number 68, H, carries 0.125; number 69, H, carries 0.095

The calculation returns the following F_max values, one per record and in order: 1.8; 7.1; 0.7; 4.9 eV/A.
The calculation returns the following energy values, one per record and in order: -10805.1196; -190568.8625; -97075.8705; -90652.9232 eV.
The calculation returns the following relative energy (zero: lowest compared OMol25 entry of this formula, charge and spin) values, one per record and in order: 24.9; 4.1; 0.0; 49.7 kcal/mol.